This record from OMol25 describes a single C18H29NO2 molecule. The level of theory is wB97M-V/def2-TZVPD.

Positions of all 50 atoms, in Å:
C1 -2.728 -4.576 -0.465
C2 -2.441 -3.161 -0.953
C3 -2.033 -2.241 0.195
C4 -1.692 -0.840 -0.308
N1 -1.619 0.136 0.769
C5 -0.559 -0.109 1.716
H1 -0.709 -1.089 2.169
C6 0.884 -0.069 1.157
O1 1.753 0.298 2.188
C7 2.876 1.058 1.785
C8 3.609 0.582 0.553
C9 4.452 1.480 -0.094
C10 5.165 1.103 -1.216
C11 5.030 -0.181 -1.717
C12 4.186 -1.076 -1.087
C13 3.479 -0.713 0.053
C14 2.563 -1.705 0.722
H2 2.852 -1.824 1.777
O2 1.195 -1.346 0.640
H3 2.619 -2.677 0.228
H4 4.074 -2.077 -1.478
H5 5.577 -0.481 -2.598
H6 5.818 1.812 -1.703
H7 4.547 2.484 0.294
H8 3.551 1.039 2.648
H9 2.562 2.102 1.621
H10 0.945 0.676 0.339
H11 -0.619 0.642 2.507
C15 -1.669 1.506 0.277
H12 -1.237 2.159 1.040
H13 -1.082 1.629 -0.646
C16 -3.119 1.940 0.039
C17 -3.270 3.452 -0.130
C18 -2.607 3.981 -1.397
H14 -1.530 3.844 -1.360
H15 -2.990 3.460 -2.272
H16 -2.810 5.043 -1.515
H17 -4.335 3.692 -0.163
H18 -2.845 3.958 0.740
H19 -3.704 1.614 0.901
H20 -3.520 1.441 -0.844
H21 -2.488 -0.511 -0.981
H22 -0.754 -0.881 -0.884
H23 -1.163 -2.667 0.696
H24 -2.848 -2.166 0.917
H25 -3.330 -2.760 -1.444
H26 -1.637 -3.188 -1.692
H27 -3.533 -4.570 0.266
H28 -1.844 -5.004 0.002
H29 -3.022 -5.216 -1.294

Output
SMILES string: CCCCN(CCCC)CC1OCc2ccccc2CO1
ΔE to the lowest compared entry with this formula, charge and spin: 23.2 kcal/mol
electronic energy: -908.484681 Ha
gap between HOMO and LUMO: 9.0 eV
total charge: 0